Record 1
Formula: C45H30FN3O7
Source: the OMol25 dataset
Level of theory: ωB97M-V/def2-TZVPD

Summary:
Structure (SMILES): NC(=O)CCc1c(N)c(-c2ccccc2)c2c(c1F)C(=O)NC2=O.O=C1c2ccccc2C(=O)c2ccccc21.O=C1c2ccccc2C(=O)c2ccccc21
HOMO-LUMO gap in eV: 7.78
Spin multiplicity: 1

Last column: Löwdin charge in e.
Element x y z (Å)
N: 8.05884 -0.27669 -3.14454  0.099
C: 8.48249 -0.73057 -4.45345  -0.464
O: 9.55064 -0.38463 -4.90483  0.091
C: 7.60952 -1.65507 -5.39185  -0.103
C: 6.98879 -0.81712 -6.60240  -0.126
C: 5.85188 0.10521 -6.05024  -0.056
C: 4.53412 -0.40521 -5.57273  -0.152
N: 4.29943 -1.81920 -5.62426  0.085
C: 3.47786 0.53325 -5.09644  -0.038
C: 2.08770 0.08949 -4.63360  -0.150
C: 0.92734 0.80600 -5.16532  -0.034
C: -0.45880 0.52270 -4.81426  -0.051
C: -0.69904 -0.59221 -3.89199  -0.076
C: 0.44493 -1.36460 -3.36438  -0.077
C: 1.84030 -1.03506 -3.70214  -0.025
C: 3.84092 1.94591 -5.09287  0.003
C: 5.14468 2.48244 -5.56106  0.019
C: 6.14454 1.55598 -6.06232  -0.121
F: 7.31994 2.06890 -6.52630  0.074
C: 5.13147 4.02937 -5.39654  -0.358
O: 5.82797 4.85433 -5.90454  0.150
N: 4.04562 4.32515 -4.44600  0.117
C: 3.08767 3.23713 -4.67028  -0.359
O: 1.92263 3.50484 -4.54898  0.126
H: 7.67574 -1.04743 -2.59306  0.081
H: 7.37696 0.48738 -3.21313  0.086
H: 8.22914 -2.49493 -5.81319  0.126
H: 6.73587 -2.03449 -4.79246  0.089
H: 7.82449 -0.20475 -7.02762  0.117
H: 6.64497 -1.49523 -7.43516  0.122
H: 4.92543 -2.27840 -6.29004  0.079
H: 4.42620 -2.27726 -4.72119  0.085
H: 1.12060 1.65371 -5.86558  0.107
H: -1.26360 1.15207 -5.26308  0.107
H: -1.75739 -0.82597 -3.63324  0.096
H: 0.18846 -2.22128 -2.69447  0.093
H: 2.70326 -1.62013 -3.30199  0.094
H: 4.38654 4.17678 -3.48966  0.148
O: -4.50596 2.83194 3.25880  0.083
C: -4.37484 2.39693 2.12959  -0.277
C: -3.09923 1.76897 1.70795  -0.081
C: -2.05295 1.65939 2.62030  0.002
C: -0.87006 1.03805 2.24661  -0.051
C: -0.72767 0.52254 0.96104  -0.051
C: -1.76168 0.64528 0.04432  0.005
C: -2.94712 1.27331 0.41202  -0.080
C: -4.03902 1.41398 -0.58252  -0.276
O: -3.88664 1.03045 -1.72704  0.100
C: -5.32249 2.02390 -0.15476  -0.082
C: -6.36914 2.13018 -1.06640  0.002
C: -7.58405 2.66842 -0.66757  -0.055
C: -7.75868 3.10226 0.64379  -0.056
C: -6.71348 3.01116 1.55178  0.000
C: -5.49051 2.47679 1.15474  -0.083
H: -2.16124 2.05424 3.62357  0.118
H: -0.05823 0.94966 2.95939  0.109
H: 0.19227 0.02634 0.67384  0.107
H: -1.64383 0.24694 -0.95688  0.108
H: -6.23943 1.78945 -2.08677  0.121
H: -8.39901 2.74672 -1.37786  0.108
H: -8.71139 3.51389 0.95643  0.108
H: -6.85393 3.35341 2.57039  0.121
O: -3.72713 -4.31395 5.53757  0.103
C: -3.22528 -3.42275 6.19578  -0.280
C: -3.57453 -2.00389 5.93701  -0.085
C: -4.50146 -1.69469 4.94482  0.004
C: -4.86363 -0.37416 4.72202  -0.050
C: -4.30351 0.64376 5.48932  -0.059
C: -3.36658 0.34164 6.46723  0.006
C: -2.99453 -0.98152 6.69024  -0.084
C: -1.97846 -1.29166 7.72618  -0.280
O: -1.43316 -0.39759 8.34494  0.103
C: -1.64398 -2.71164 7.99902  -0.084
C: -0.71893 -3.01971 8.99297  -0.001
C: -0.42372 -4.34465 9.27864  -0.058
C: -1.05165 -5.36758 8.57300  -0.058
C: -1.96348 -5.06445 7.57214  -0.001
C: -2.25894 -3.73603 7.27805  -0.084
H: -4.94436 -2.48372 4.34857  0.121
H: -5.58887 -0.13557 3.95183  0.109
H: -4.59688 1.67262 5.32163  0.095
H: -2.92906 1.13747 7.05851  0.122
H: -0.23141 -2.22693 9.54793  0.121
H: 0.29380 -4.58256 10.05550  0.107
H: -0.82710 -6.40262 8.80366  0.107
H: -2.44692 -5.86445 7.02391  0.121

Record 2
Formula: C45H35Br2N11O2SSiY
Source: the OMol25 dataset
Level of theory: ωB97M-V/def2-TZVPD

Summary:
HOMO-LUMO gap in eV: 7.23
Charge: -1
Spin multiplicity: 1
Energy relative to the best compared isomer or geometry (same formula, charge and spin) in kcal/mol: 20.4

Last column: Löwdin charge in e.
Element x y z (Å)
Y: 0.80048 0.67566 -1.55596  1.286
Br: 5.90298 1.22846 -1.16496  0.765
C: 4.67768 1.70636 0.19034  -0.601
C: 5.13178 2.18846 1.40544  -0.174
C: 4.22358 2.49016 2.38994  -0.633
Br: 4.87738 3.11406 4.06314  0.737
C: 2.84078 2.36226 2.18174  -0.197
C: 1.85928 2.63006 3.15654  -0.027
C: 0.53618 2.55816 2.81604  -0.033
C: 0.19218 2.19386 1.50804  -0.106
N: 1.07878 1.84286 0.60484  0.041
C: 2.38868 1.90746 0.90854  -0.166
C: 3.32648 1.50696 -0.11936  -0.432
O: 2.96278 1.00246 -1.23616  -0.229
H: 6.19048 2.31186 1.57664  0.095
H: 2.16288 2.90426 4.15814  0.074
H: -0.23892 2.78696 3.53224  0.097
H: -0.84312 2.20206 1.18714  0.095
N: 0.83828 2.80276 -2.19276  0.026
C: 1.18938 3.75256 -1.59006  -0.332
N: 1.63728 4.64846 -0.86186  0.113
C: 1.68638 5.91736 -0.71636  -0.420
N: 1.79848 7.04576 -0.49816  0.073
C: 2.77208 1.68316 -4.61866  -0.027
C: 1.43888 1.06916 -4.88706  -0.335
C: 0.77468 1.26876 -6.09726  -0.028
C: -0.49852 0.72956 -6.20806  -0.146
N: -1.05122 -0.01054 -5.27206  0.048
C: -0.35382 -0.19554 -4.14896  -0.871
S: -0.95932 -1.15374 -2.89346  0.636
N: 0.87358 0.36616 -3.91166  -0.042
H: 3.34288 1.79136 -5.53856  0.079
H: 3.33318 1.09596 -3.89256  0.070
H: 2.60788 2.66926 -4.18216  0.078
H: 1.22038 1.84966 -6.88796  0.098
H: -1.11602 0.89716 -7.08216  0.102
O: 0.84198 -0.84604 0.00834  -0.440
Si: 1.12648 -2.33854 0.42644  0.465
C: 2.14148 -3.25334 -0.89336  -0.211
C: 2.26398 -4.63794 -0.89346  -0.102
C: 3.02488 -5.29114 -1.84506  -0.099
C: 3.68178 -4.56244 -2.82256  -0.104
C: 3.56428 -3.18174 -2.84446  -0.083
C: 2.79258 -2.53824 -1.89136  -0.083
C: -0.49012 -3.33994 0.61634  -0.226
C: -1.15132 -3.49344 1.82904  -0.111
C: -2.33822 -4.20274 1.92064  -0.101
C: -2.89492 -4.77514 0.78874  -0.106
C: -2.26222 -4.61884 -0.43396  -0.088
C: -1.07762 -3.90664 -0.51036  -0.119
C: 2.12578 -2.47624 2.04634  -0.200
C: 2.93768 -1.42024 2.44274  -0.074
C: 3.68978 -1.47204 3.60234  -0.082
C: 3.65288 -2.60734 4.39464  -0.104
C: 2.86248 -3.68014 4.01534  -0.100
C: 2.10868 -3.60664 2.85544  -0.110
H: 1.74268 -5.20684 -0.13536  0.099
H: 3.10738 -6.37084 -1.83116  0.095
H: 4.29648 -5.06794 -3.55746  0.094
H: 4.07928 -2.61114 -3.60616  0.100
H: 2.69118 -1.45114 -1.91126  0.072
H: -0.72812 -3.05374 2.72204  0.100
H: -2.83082 -4.31854 2.87894  0.095
H: -3.81062 -5.34974 0.86174  0.094
H: -2.69212 -5.05804 -1.32606  0.101
H: -0.59532 -3.78644 -1.46776  0.078
H: 2.97128 -0.53654 1.82314  0.086
H: 4.30968 -0.63294 3.89444  0.098
H: 4.24508 -2.65474 5.29854  0.094
H: 2.83228 -4.57164 4.63164  0.095
H: 1.48688 -4.44434 2.57234  0.094
C: -2.21102 -0.49994 0.28064  -0.025
C: -2.47742 0.69796 -0.54456  -0.390
N: -1.56802 1.43046 -1.15106  0.007
C: -2.24662 2.38716 -1.85896  -0.110
C: -3.58192 2.22836 -1.67266  -0.037
N: -3.72542 1.14956 -0.83486  -0.013
C: -4.96382 0.58066 -0.39146  -0.062
N: -5.70682 1.47056 0.46164  -0.054
N: -6.99672 1.74556 0.19944  0.042
N: -7.48572 2.49966 1.08684  0.059
C: -6.52062 2.78166 2.00764  -0.231
C: -6.53682 3.56456 3.16044  -0.017
C: -5.36732 3.64856 3.87674  -0.090
C: -4.20092 2.98306 3.47434  -0.076
C: -4.15962 2.20206 2.34264  -0.001
C: -5.33772 2.10766 1.61124  -0.148
H: -1.13392 -0.59504 0.42334  0.043
H: -2.54182 -1.39394 -0.25036  0.083
H: -2.70362 -0.46264 1.25184  0.084
H: -1.72622 3.11326 -2.45286  0.094
H: -4.43082 2.76086 -2.04606  0.117
H: -4.73772 -0.35104 0.14174  0.141
H: -5.62162 0.36596 -1.24276  0.147
H: -7.43152 4.07966 3.46504  0.109
H: -5.33082 4.24436 4.77554  0.100
H: -3.30672 3.08896 4.06994  0.101
H: -3.25852 1.69566 2.03474  0.092

Record 3
Formula: C45H35ClN8O7S2SeSiTa
Source: the OMol25 dataset
Level of theory: ωB97M-V/def2-TZVPD

Summary:
HOMO-LUMO gap in eV: 6.50
Charge: -1
Spin multiplicity: 1
Energy relative to the best compared isomer or geometry (same formula, charge and spin) in kcal/mol: 39.2

Last column: Löwdin charge in e.
Element x y z (Å)
Ta: 0.86531 0.57274 0.70029  1.547
C: -2.65962 -1.37987 -1.28858  -0.048
C: -3.72555 -1.38199 -0.39583  -0.059
C: -3.59937 -0.65988 0.76084  -0.030
C: -2.41755 0.04904 1.03817  -0.338
N: -1.34644 -0.05269 0.23126  -0.008
C: -1.51112 -0.71971 -0.93113  -0.142
N: -2.50371 0.90534 2.09861  0.170
C: -1.56966 1.69086 2.49472  -0.297
N: -0.22098 1.72012 2.21362  -0.035
C: 0.35270 2.64903 3.07233  -0.271
N: 1.56825 2.84562 3.43032  0.178
C: 2.62718 2.04387 3.09234  -0.322
C: 3.80185 2.26542 3.83415  -0.003
C: 4.90828 1.48808 3.62705  -0.056
C: 4.84213 0.47027 2.67546  -0.043
C: 3.67195 0.30572 1.98660  -0.171
N: 2.58175 1.07828 2.16587  -0.081
C: -0.71795 3.39741 3.76117  -0.095
C: -0.67436 4.48302 4.61387  -0.004
C: -1.88291 4.91751 5.14224  -0.077
C: -3.07954 4.26544 4.83951  -0.073
C: -3.10291 3.16664 3.99206  -0.011
C: -1.89675 2.75933 3.45852  -0.112
H: -2.69556 -1.90432 -2.23268  0.111
H: -4.64138 -1.91504 -0.61940  0.108
H: -4.40375 -0.55741 1.47453  0.110
H: -0.66002 -0.72619 -1.58775  0.075
H: 3.77590 3.06306 4.56131  0.111
H: 5.81383 1.65781 4.19587  0.105
H: 5.67500 -0.18546 2.46759  0.099
H: 3.57631 -0.47985 1.25400  0.065
H: 0.26358 4.96985 4.84406  0.111
H: -1.90209 5.77844 5.79887  0.096
H: -4.00420 4.63332 5.26627  0.098
H: -4.02226 2.65549 3.74015  0.113
O: 3.88247 3.24695 0.49441  -0.267
Cl: 2.73504 2.83502 -0.23658  0.731
O: 2.60377 3.53566 -1.45848  -0.253
O: 1.52499 2.96013 0.58164  -0.397
O: 2.79808 1.36868 -0.48762  -0.432
N: -7.42532 0.54434 -1.74547  0.084
C: -6.31293 1.33031 -1.41110  -0.327
C: -5.77704 1.28104 -0.12345  -0.050
C: -4.70205 2.07859 0.22018  -0.066
C: -4.15100 2.94301 -0.71748  -0.266
C: -4.68532 3.01099 -1.99449  -0.062
C: -5.76176 2.20872 -2.34018  -0.036
S: -2.72501 3.90362 -0.27732  0.570
O: -2.93736 4.35688 1.07123  -0.294
O: -2.55896 4.89167 -1.32004  -0.363
N: -1.54498 2.82405 -0.23808  -0.100
C: -0.83901 2.52321 -1.31874  -0.671
S: -1.06399 3.12824 -2.95747  1.058
C: 0.16150 2.04945 -3.52841  -0.399
C: 0.68271 1.35141 -2.50935  -0.287
N: 0.12023 1.59317 -1.27128  -0.139
H: -7.51404 -0.29383 -1.19257  0.076
H: -7.50091 0.34087 -2.72982  0.079
H: -6.20788 0.60658 0.60882  0.108
H: -4.27232 2.02792 1.21342  0.090
H: -4.25637 3.69981 -2.70941  0.101
H: -6.18090 2.26443 -3.33868  0.106
H: 0.48166 2.04365 -4.55656  0.059
H: 1.50058 0.65568 -2.56779  0.091
Se: 0.76672 -1.30848 2.20355  0.257
O: 1.33555 -0.76201 -0.71190  -0.539
Si: 1.81632 -2.29233 -1.00749  0.481
C: 3.36581 -2.75078 -0.05477  -0.247
C: 3.36472 -3.72017 0.94825  -0.094
C: 4.52188 -4.02320 1.65227  -0.082
C: 5.70718 -3.36209 1.35977  -0.099
C: 5.73104 -2.39532 0.36350  -0.101
C: 4.56858 -2.09422 -0.33347  -0.124
C: 0.53233 -3.66887 -0.85069  -0.212
C: -0.57033 -3.68060 0.00635  -0.126
C: -1.44394 -4.75930 0.04366  -0.086
C: -1.23037 -5.86268 -0.76901  -0.102
C: -0.13880 -5.87770 -1.62581  -0.096
C: 0.72292 -4.79073 -1.66739  -0.090
C: 2.27530 -2.32821 -2.84535  -0.217
C: 3.43607 -2.91805 -3.34665  -0.098
C: 3.69794 -2.96198 -4.71126  -0.093
C: 2.79555 -2.41487 -5.61025  -0.101
C: 1.62730 -1.83134 -5.13721  -0.084
C: 1.37501 -1.79576 -3.77425  -0.094
H: 2.43913 -4.22751 1.19520  0.100
H: 4.49686 -4.76946 2.43673  0.099
H: 6.61034 -3.59719 1.91007  0.096
H: 6.65145 -1.87214 0.13262  0.102
H: 4.59482 -1.32382 -1.09853  0.115
H: -0.73640 -2.84268 0.66988  0.006
H: -2.29169 -4.73385 0.71814  0.101
H: -1.90951 -6.70632 -0.73574  0.094
H: 0.03949 -6.73151 -2.26843  0.095
H: 1.55654 -4.81709 -2.36062  0.096
H: 4.15425 -3.35556 -2.66163  0.096
H: 4.61032 -3.42284 -5.07044  0.097
H: 2.99921 -2.44312 -6.67370  0.095
H: 0.91320 -1.40169 -5.82946  0.100
H: 0.45499 -1.33605 -3.43155  0.090